Record 1
The following is a quantum chemistry calculation of a structure of composition C24H22MnN5O8S in a non-equilibrium geometry, from the OMol25 dataset.

```
61
Properties=species:S:1:pos:R:3:forces:R:3
Mn 0.717 0.200 0.151 1.43 0.43 -0.36
C 2.360 -2.451 -2.830 -0.08 -0.09 -0.04
O 2.451 -3.630 -2.020 0.24 0.14 -0.08
C 1.680 -3.730 -0.896 -0.09 0.10 -0.10
C 1.262 -4.994 -0.558 -0.13 -0.31 0.10
C 0.536 -5.242 0.611 0.02 -0.03 -0.01
C 0.240 -4.185 1.445 -0.09 -0.13 0.11
C 0.644 -2.887 1.124 -0.23 0.21 0.20
C 0.363 -1.814 2.084 -0.09 -1.99 0.21
N 0.637 -0.613 1.866 -0.29 2.29 0.58
N 0.286 0.328 2.853 0.00 -0.15 -0.06
C 0.337 1.546 2.360 0.07 -0.29 0.37
O 0.777 1.872 1.194 -0.70 0.02 0.72
C -0.226 2.612 3.265 0.31 -0.13 -0.41
C -0.380 3.892 2.758 -0.08 0.37 -0.04
C -0.938 4.901 3.541 0.08 -0.10 -0.14
C -1.345 4.630 4.838 0.00 0.02 -0.03
C -1.196 3.345 5.347 0.07 -0.16 -0.06
C -0.644 2.341 4.561 -0.05 -0.02 0.30
C 1.359 -2.614 -0.076 0.04 -0.08 0.52
O 1.762 -1.423 -0.369 0.16 -0.02 -0.42
H 2.815 -2.727 -3.782 -0.02 -0.05 -0.03
H 2.902 -1.622 -2.386 0.05 0.03 0.02
H 1.323 -2.154 -2.989 0.09 -0.03 0.00
H 1.518 -5.803 -1.236 -0.02 0.06 0.05
H 0.212 -6.248 0.851 0.02 0.04 -0.01
H -0.310 -4.348 2.370 0.06 0.01 -0.09
H -0.117 -2.052 3.036 0.15 -0.17 -0.01
H -0.074 4.072 1.735 0.00 0.03 0.02
H -1.061 5.897 3.132 0.01 -0.02 -0.01
H -1.786 5.411 5.448 0.03 -0.03 -0.02
H -1.519 3.125 6.358 0.01 -0.02 -0.02
H -0.534 1.330 4.931 -0.02 0.04 0.03
C 2.655 2.457 -3.495 0.15 -0.03 0.05
O 3.567 2.210 -2.407 -0.07 0.10 -0.18
C 2.984 1.609 -1.357 0.01 0.06 -0.13
O 1.814 1.312 -1.345 -0.05 0.07 -0.19
N 3.873 1.399 -0.358 -0.23 0.05 -0.12
N 3.421 0.762 0.773 0.00 -0.14 0.06
H 3.238 2.975 -4.251 0.04 0.00 0.00
H 1.822 3.069 -3.164 -0.03 0.04 0.05
H 2.266 1.520 -3.884 -0.01 -0.06 0.01
H 4.843 1.571 -0.539 0.27 0.00 -0.02
H 3.566 1.300 1.609 -0.07 0.04 0.10
H 3.690 -0.205 0.831 0.05 -0.20 0.01
O -0.733 -1.647 -3.477 0.13 -0.14 -0.14
C -1.230 -0.930 -2.631 -0.16 0.27 0.27
N -0.578 -0.142 -1.726 -0.48 0.10 -0.39
S -1.586 0.745 -0.854 -0.69 -0.27 -0.26
O -1.550 2.156 -1.128 0.00 0.06 0.07
O -1.448 0.338 0.555 0.12 0.13 -0.64
C -3.095 0.068 -1.501 -0.25 0.08 0.50
C -4.412 0.267 -1.122 0.16 0.13 0.00
C -5.384 -0.469 -1.787 -0.05 0.05 0.04
C -5.032 -1.366 -2.791 0.10 -0.09 -0.12
C -3.698 -1.555 -3.142 -0.32 -0.19 -0.20
C -2.738 -0.831 -2.473 0.34 -0.01 -0.04
H -4.669 0.965 -0.333 0.02 -0.05 -0.05
H -6.427 -0.352 -1.514 0.04 0.01 -0.02
H -5.808 -1.929 -3.297 0.04 0.01 0.02
H -3.399 -2.262 -3.908 -0.02 0.04 0.05
```
Positions in Å, forces in eV/Å.

Values from the calculation:
**Charge**: -1
**Maximum force**: 2.4 eV Å⁻¹
**HOMO-LUMO gap (spin up / spin down)**: 0.245 / 0.238 Ha
**<S²>**: 0.833
**Spin multiplicity**: 2
**Relative energy (zero: lowest compared OMol25 entry of this formula, charge and spin)**: 0.0 kcal per mole



Record 2
The following is a quantum chemistry calculation of a cluster of 2 separate species, C3H10N2O in total in a non-equilibrium geometry, from the OMol25 dataset.

```
16
Properties=species:S:1:pos:R:3:forces:R:3
C -0.949 1.389 1.184 1.59 0.38 -1.11
C -0.423 -0.003 0.838 1.57 -1.51 -0.73
N 0.477 -0.068 -0.403 -2.27 -0.20 -1.65
C 0.063 -0.824 -1.402 -2.47 -0.24 4.97
N -0.908 -1.877 -1.182 1.76 1.71 -3.67
H -1.293 1.946 0.301 -0.79 -0.74 0.14
H -1.661 1.218 1.966 -0.62 0.50 0.28
H -0.179 2.108 1.479 0.26 -0.52 0.65
H 0.147 -0.497 1.654 -0.32 0.67 -0.13
H -1.282 -0.652 0.680 -0.21 0.14 0.01
H 0.095 -0.514 -2.421 1.20 -0.31 -0.78
H -1.168 -2.241 -0.324 -0.03 -0.48 1.84
H -1.038 -2.521 -1.957 -0.01 0.39 0.30
O 2.904 1.168 0.074 -1.16 -0.08 0.64
H 1.979 0.797 0.090 0.62 0.73 -0.05
H 3.237 0.570 -0.577 0.89 -0.42 -0.72
```
Positions in Å, forces in eV/Å.

Values from the calculation:
**Maximum force**: 5.6 eV Å⁻¹
**HOMO-LUMO gap**: 0.366 Ha
**Spin multiplicity**: 1
**Relative energy (zero: lowest compared OMol25 entry of this formula, charge and spin)**: 44.7 kcal per mole
**Structure (SMILES)**: CC/N=C\N.O



Record 3
The following is a quantum chemistry calculation of a cluster of 13 separate species, C39H107N3O25 in total in a non-equilibrium geometry, from the OMol25 dataset.

```
174
Properties=species:S:1:pos:R:3:forces:R:3
C -13.900 -11.170 12.443 1.89 -0.92 0.66
C -12.932 -10.462 13.418 -1.35 -0.16 1.76
O -12.926 -11.141 14.697 0.12 -0.25 -0.70
O -13.322 -12.403 11.997 0.88 0.06 -1.29
H -13.976 -10.462 11.618 -0.49 -0.52 -0.37
H -14.824 -11.613 12.814 -0.56 1.75 0.69
H -13.279 -9.468 13.697 -0.35 0.42 -0.68
H -11.889 -10.341 13.123 -0.12 -0.39 -0.95
H -12.357 -10.565 15.213 0.02 0.00 0.66
H -13.225 -13.020 12.726 -0.10 0.27 0.29
C -6.300 -7.410 14.592 0.05 -0.01 0.54
C -6.895 -6.067 14.221 -1.14 1.51 1.93
O -5.904 -4.999 14.162 0.12 -1.43 -1.60
O -7.330 -8.399 14.936 1.17 1.31 -0.65
H -5.618 -7.281 15.431 -0.27 -0.13 0.32
H -5.649 -7.734 13.780 -0.20 -0.33 -0.23
H -7.619 -5.668 14.932 0.07 -0.70 1.14
H -7.674 -6.230 13.476 0.92 0.55 -1.65
H -6.074 -4.248 14.735 -0.58 -0.42 0.12
H -7.483 -8.903 14.133 -0.10 -0.30 -0.03
C -14.547 -3.100 17.021 0.89 0.44 -0.66
C -13.989 -2.347 18.316 -1.30 -0.59 -1.48
O -14.295 -0.913 18.214 0.13 -1.84 0.72
O -14.046 -4.409 16.839 1.17 -0.25 1.98
H -14.184 -2.561 16.145 0.14 0.75 -0.10
H -15.627 -3.125 16.876 -0.20 0.33 0.83
H -12.940 -2.572 18.510 0.31 0.33 -0.61
H -14.472 -2.832 19.164 -0.48 0.80 0.25
H -13.905 -0.576 17.404 0.17 -0.16 -0.13
H -14.514 -4.898 16.157 -0.43 0.36 -0.60
C -9.667 -10.301 21.304 0.78 -0.36 0.30
C -10.156 -11.660 20.789 -1.14 2.01 2.86
O -9.357 -12.079 19.798 1.65 -1.51 -2.05
O -9.629 -9.379 20.257 -1.20 0.96 -0.71
H -8.614 -10.278 21.587 0.29 -1.15 0.71
H -10.204 -10.013 22.208 -0.54 0.53 -0.33
H -11.167 -11.548 20.397 -0.18 -0.03 0.16
H -10.138 -12.280 21.685 -0.34 -0.64 -0.10
H -8.599 -12.485 20.227 0.41 -0.03 -0.45
H -9.639 -9.949 19.485 0.16 0.25 -0.50
C -10.790 -5.201 11.304 2.08 0.59 0.32
C -9.853 -5.779 10.174 -2.14 -0.84 0.27
O -10.116 -7.189 9.850 0.36 1.24 0.58
O -10.263 -5.632 12.566 -0.38 -0.42 -0.01
H -11.878 -5.248 11.340 -0.06 -0.69 -0.81
H -10.579 -4.132 11.341 0.00 0.19 -0.33
H -8.843 -5.712 10.578 -0.08 0.00 -0.23
H -9.990 -5.200 9.261 0.30 0.19 0.01
H -10.808 -7.180 9.185 -0.07 -0.14 -0.01
H -10.490 -6.563 12.629 0.08 -0.27 0.21
C -5.482 -10.651 16.381 -0.13 -0.66 -0.83
C -5.464 -11.246 14.912 2.60 -0.17 2.99
O -6.716 -11.538 14.580 -4.93 -0.06 -1.91
O -6.254 -11.509 17.273 1.21 0.99 -0.69
H -5.848 -9.625 16.329 -0.63 -0.15 0.08
H -4.472 -10.518 16.770 0.03 -0.64 0.13
H -5.135 -12.285 14.930 2.41 0.39 0.49
H -4.987 -10.599 14.176 0.51 0.14 0.16
H -6.610 -12.263 13.959 -0.96 0.06 -0.11
H -7.137 -11.590 16.904 -0.12 0.07 -0.22
C -15.329 -1.791 23.672 0.96 -0.65 -0.96
C -13.910 -1.935 22.961 -2.48 0.75 0.51
O -13.329 -0.703 22.699 1.10 1.07 0.31
O -16.327 -1.152 22.854 0.98 -0.06 0.21
H -15.153 -1.280 24.619 -0.13 0.27 -0.02
H -15.653 -2.809 23.889 -0.10 -0.17 0.14
H -13.986 -2.453 22.005 -0.15 -0.66 0.22
H -13.304 -2.439 23.714 0.21 -0.27 -0.34
H -13.953 -0.028 22.422 -0.37 -0.31 -0.12
H -17.001 -0.782 23.429 0.01 0.00 0.03
C -14.936 -9.157 17.388 -0.29 1.37 0.04
C -14.707 -9.433 18.907 -0.08 1.83 -2.31
O -13.412 -9.888 19.112 0.72 -1.44 0.84
O -14.449 -7.864 16.906 -1.47 -1.02 0.08
H -16.011 -9.075 17.225 -0.16 -0.12 -0.02
H -14.562 -9.928 16.714 0.22 -0.35 0.36
H -15.520 -10.066 19.265 0.62 -0.48 0.26
H -14.778 -8.452 19.377 -0.58 0.17 0.27
H -12.788 -9.221 18.817 0.06 0.18 -0.18
H -13.590 -7.594 17.240 0.98 -0.24 0.37
C -15.587 -8.503 26.221 -0.13 1.49 0.70
C -14.236 -7.802 25.957 -0.11 -0.67 0.05
O -13.072 -8.637 25.950 -0.62 -0.10 0.21
O -16.035 -9.260 25.116 0.53 -0.75 0.44
H -16.351 -7.754 26.429 0.11 0.62 -0.32
H -15.682 -9.086 27.137 0.82 -0.31 0.12
H -14.010 -7.035 26.697 -0.30 0.04 -0.06
H -14.339 -7.369 24.961 -0.08 0.40 -0.03
H -13.269 -9.368 25.360 0.12 -0.16 -0.18
H -15.942 -10.130 25.510 -0.35 -0.57 -0.95
C -6.940 -4.414 18.165 -0.21 -2.22 -1.54
O -6.491 -3.899 19.305 2.43 -0.23 2.35
C -7.310 -2.976 19.877 -0.67 1.62 1.09
C -6.634 -2.397 21.200 -1.40 -0.75 -1.75
N -6.806 -3.282 22.381 0.50 1.06 -1.39
C -8.179 -3.526 22.822 -0.17 -2.35 -1.26
C -8.766 -4.921 22.315 -0.09 0.47 0.75
O -7.968 -5.986 22.676 2.06 -2.05 0.85
C -8.392 -7.343 22.321 0.56 1.85 -0.43
H -6.862 -3.764 17.293 -0.16 0.42 -0.17
H -7.953 -4.796 18.287 -0.47 0.02 -0.31
H -6.297 -5.281 18.015 -0.10 -0.18 -0.61
H -8.281 -3.417 20.100 -0.29 -0.05 0.10
H -7.470 -2.264 19.067 -0.31 1.08 0.36
H -7.024 -1.389 21.343 -0.12 -0.10 0.41
H -5.615 -2.286 20.829 0.40 -0.15 0.89
H -6.413 -4.158 22.067 0.12 -0.40 0.42
H -8.949 -2.888 22.389 0.37 0.83 0.31
H -8.176 -3.541 23.912 -0.37 0.16 -0.04
H -8.913 -5.004 21.238 -0.39 0.62 -0.17
H -9.704 -5.023 22.861 -0.60 0.11 -0.31
H -7.631 -8.096 22.527 0.20 0.45 1.11
H -8.375 -7.447 21.237 -1.13 0.31 -0.21
H -9.328 -7.515 22.852 -0.14 -0.46 -0.47
C -18.609 -2.851 15.131 -0.88 -0.32 0.66
O -17.400 -3.540 15.118 0.36 -0.55 0.55
C -16.578 -3.187 14.037 0.03 0.38 -0.86
C -15.989 -4.424 13.392 0.00 0.91 0.13
N -15.302 -5.200 14.433 -0.86 0.87 -1.54
C -14.745 -6.400 13.862 -1.31 -2.45 0.41
C -15.892 -7.529 13.721 0.85 0.67 -0.02
O -16.605 -7.447 12.513 -0.89 0.53 -0.88
C -17.475 -8.539 12.212 0.19 0.09 -0.63
H -19.189 -3.171 14.265 -0.21 0.60 -0.27
H -18.507 -1.775 15.271 0.20 0.22 -0.62
H -19.189 -3.148 16.005 0.17 -0.36 0.11
H -15.831 -2.472 14.382 0.27 -0.02 -0.04
H -17.185 -2.704 13.271 -0.06 0.30 -0.13
H -15.344 -4.163 12.552 0.37 0.20 0.21
H -16.816 -4.961 12.928 -0.13 -0.41 0.08
H -16.152 -5.447 14.919 0.23 -0.56 1.09
H -14.031 -6.751 14.607 0.15 -0.50 -0.29
H -14.267 -6.267 12.891 0.04 0.33 0.07
H -16.599 -7.291 14.515 0.05 -0.53 0.54
H -15.521 -8.553 13.769 0.38 -0.02 0.64
H -18.040 -9.015 13.014 0.66 0.08 0.73
H -16.896 -9.264 11.640 -0.04 -0.44 0.23
H -18.294 -8.238 11.559 0.30 0.66 -0.24
C -10.244 -10.469 16.534 0.67 2.09 -0.02
O -10.984 -9.230 16.461 -0.42 0.60 -0.38
C -10.165 -8.025 16.223 -1.12 -0.61 0.53
C -11.149 -6.831 16.142 0.59 -0.01 1.24
N -11.987 -6.689 17.372 0.35 -1.24 0.87
C -11.151 -6.423 18.573 0.02 -0.78 0.66
C -12.012 -6.538 19.866 -1.86 0.14 -0.14
O -11.642 -5.682 20.886 1.18 0.69 1.97
C -12.476 -5.684 22.080 0.68 -0.17 -1.33
H -9.869 -10.515 17.557 0.37 -0.55 -0.13
H -9.455 -10.269 15.810 0.58 -1.00 0.12
H -10.810 -11.367 16.285 -0.31 0.38 0.01
H -9.604 -8.112 15.292 -0.20 -0.06 -0.16
H -9.401 -7.911 16.992 -0.09 -0.13 0.28
H -11.623 -7.006 15.176 -1.03 0.39 0.44
H -10.641 -5.867 16.121 0.81 -0.08 -0.78
H -12.523 -5.837 17.452 -0.68 0.27 -1.49
H -10.726 -5.432 18.416 0.09 0.41 0.69
H -10.301 -7.094 18.692 -0.12 -0.21 -0.23
H -12.184 -7.512 20.324 0.95 -0.87 -0.56
H -13.055 -6.276 19.693 -0.49 0.26 -1.13
H -11.873 -5.177 22.833 -0.56 0.61 -0.21
H -12.726 -6.632 22.556 0.44 -0.79 -0.56
H -13.444 -5.282 21.783 -0.02 0.69 0.42
C -10.747 -2.490 15.827 1.12 -0.66 0.64
C -10.548 -2.270 14.326 -1.71 -3.01 0.77
C -11.798 -2.921 13.630 1.05 0.68 -0.05
O -10.307 -0.968 14.048 0.03 2.48 -0.12
H -11.041 -1.620 16.415 -0.12 0.04 -0.27
H -9.812 -2.881 16.228 0.46 0.61 0.33
H -11.364 -3.354 16.071 -0.76 0.27 -0.37
H -9.676 -2.870 14.062 0.09 -0.24 -0.35
H -11.811 -2.540 12.609 -0.30 -0.30 -0.26
H -12.752 -2.715 14.116 0.10 0.34 0.10
H -11.648 -4.000 13.667 -0.06 0.03 -0.25
H -9.969 -0.833 13.160 -0.05 -0.21 -0.04
```
Positions in Å, forces in eV/Å.

Values from the calculation:
**Maximum force**: 5.3 eV Å⁻¹
**HOMO-LUMO gap**: 0.314 Ha
**Spin multiplicity**: 1



Record 4
The following is a quantum chemistry calculation of an isolated molecule of CH3FN2 in a non-equilibrium geometry, from the OMol25 dataset.

```
7
Properties=species:S:1:pos:R:3:forces:R:3
C 0.152 -0.229 -0.313 -0.10 -2.53 -1.66
N -0.519 -0.296 0.793 1.47 4.78 1.24
N -0.959 -1.289 1.350 -1.50 -4.91 0.75
F -1.601 -0.925 2.518 -0.19 0.87 0.54
H 0.196 -1.264 -0.872 0.24 2.72 0.84
H 0.521 0.748 -0.515 0.39 0.05 -0.69
H -0.516 0.575 1.409 -0.31 -0.99 -1.02
```
Positions in Å, forces in eV/Å.

Values from the calculation:
**Maximum force**: 5.2 eV Å⁻¹
**HOMO-LUMO gap**: 0.331 Ha
**Spin multiplicity**: 1
**Relative energy (zero: lowest compared OMol25 entry of this formula, charge and spin)**: 97.3 kcal per mole